A molecular structure, C23H36N6OPdS4. Source: OMol25; level of theory: wB97M-V/def2-TZVPD.

Positions of all 71 atoms, in Å:
Pd  -0.05569  0.18928  -0.39256
C  3.62079  1.86517  -4.40385
C  2.20230  2.14466  -3.92486
N  1.96368  1.66332  -2.55559
C  2.29429  2.18762  -1.38627
S  1.99875  1.24820  0.07110
N  2.88357  3.35737  -1.18754
C  3.14525  4.49198  -2.08767
C  1.91365  5.36911  -2.26209
H  3.79010  2.34526  -5.36718
H  3.78897  0.79547  -4.52326
H  4.36049  2.24528  -3.69876
H  1.48112  1.62127  -4.55030
H  1.95296  3.19971  -3.98177
H  1.68643  0.69435  -2.48088
H  3.01962  3.56733  -0.20970
H  3.51789  4.13688  -3.04157
H  3.95067  5.06051  -1.62672
H  1.09434  4.81944  -2.72846
H  2.15978  6.22154  -2.89441
H  1.56717  5.74695  -1.30002
S  -1.28273  2.20592  -0.79147
C  -1.39046  3.04910  0.71335
N  -0.50125  2.89282  1.68656
C  -0.53479  3.66775  2.92976
C  -1.98265  3.96675  3.27398
C  -2.62084  4.68483  2.09837
N  -2.40592  3.88876  0.88472
H  0.30088  2.31177  1.48016
H  0.02568  4.59669  2.80088
H  -0.04782  3.08551  3.70943
H  -2.04741  4.57929  4.17082
H  -2.51073  3.03024  3.46723
H  -2.18336  5.67689  1.96910
H  -3.69236  4.80601  2.24139
H  -3.04376  3.99644  0.11193
C  -4.31498  -1.22446  0.19895
S  -2.68990  -1.90877  -0.12115
O  -1.96222  -0.82320  -0.90695
C  -2.04946  -1.87418  1.54441
C  -1.69597  -0.65819  2.11869
C  -1.03724  -0.66384  3.33596
C  -0.76596  -1.86929  3.97772
C  -1.17739  -3.06920  3.41936
C  -1.80804  -3.07894  2.18090
H  -4.21080  -0.27996  0.72897
H  -4.86154  -1.95353  0.79600
H  -4.80721  -1.07633  -0.76036
H  -2.00635  0.27228  1.65418
H  -0.74209  0.26858  3.80020
H  -0.23860  -1.86821  4.92207
H  -0.99751  -4.00179  3.93637
H  -2.09429  -4.01351  1.71342
N  -0.08116  -2.29501  -2.62774
C  0.32794  -2.91391  -1.49911
S  0.91118  -2.01509  -0.16787
N  0.30406  -4.24297  -1.51939
C  0.56664  -5.24907  -0.53487
C  0.05574  -6.50798  -0.83943
C  0.22611  -7.56069  0.04014
C  0.91244  -7.36512  1.23076
C  1.43488  -6.11560  1.52044
C  1.27334  -5.05073  0.64317
H  -0.40579  -1.34596  -2.52603
H  -0.54380  -2.83001  -3.34775
H  -0.04957  -4.64628  -2.37684
H  -0.48222  -6.66456  -1.76841
H  -0.17375  -8.53464  -0.20590
H  1.05353  -8.18818  1.91747
H  1.99481  -5.96368  2.43338
H  1.71656  -4.09746  0.87537

Forces on atoms 1 to 6 (eV/Å):
-0.3 -0.4 -0.3
0.0 0.0 0.0
0.1 0.0 0.0
0.0 -0.1 0.0
0.0 0.1 0.1
-0.5 -0.5 -0.3

Values from the calculation:
E_tot, eV: -82233.9361
Orbital gap, eV: 7.0
LUMO, eV: -6.3
ΔE to the lowest compared entry with this formula, charge and spin, kcal per mole: 6.6
Net charge: +2

Results of the Löwdin charge analysis, in e, for atoms 1 through 8: number 1, Pd, carries 0.287; number 2, C, carries -0.062; number 3, C, carries -0.202; number 4, N, carries 0.028; number 5, C, carries -0.714; number 6, S, carries 0.659; number 7, N, carries 0.038; number 8, C, carries -0.200

=====

C2H3NOS2 in the gas phase. Source: OMol25; level of theory: wB97M-V/def2-TZVPD.

Positions of all 9 atoms, in Å:
C  -0.19951  0.14534  -0.31899
C  1.25202  0.11253  -0.14853
H  -3.46153  -1.36454  0.47574
H  -0.73796  1.02109  -0.41024
H  2.81833  1.13317  0.51188
N  -0.97251  -0.86480  -0.16160
O  1.78921  1.34948  0.04582
S  -2.67147  -0.24703  0.01987
S  2.18341  -1.28524  -0.01396

Forces on atoms 1 to 6 (eV/Å):
-0.9 -1.7 0.3
2.3 -1.2 0.6
1.7 1.2 -0.8
0.0 2.8 -0.3
-4.2 0.8 -2.2
-1.0 -0.1 0.8

Values from the calculation:
E_tot, eV: -27328.0126
Orbital gap, eV: 8.2
LUMO, eV: -1.1
ΔE to the lowest compared entry with this formula, charge and spin, kcal per mole: 63.7

Results of the Löwdin charge analysis, in e, for atoms 1 through 8: number 1, C, carries -0.351; number 2, C, carries -0.820; number 3, H, carries -0.101; number 4, H, carries 0.043; number 5, H, carries 0.219; number 6, N, carries -0.258; number 7, O, carries -0.082; number 8, S, carries 0.681